Run P
Computed, not measured: a cluster of 2 separate species, C3H4ClF in total, with ωB97M-V/def2-TZVPD.

Cartesian coordinates (Å):
C (0.72076, -0.17889, 0.98239)
C (1.26201, -0.88350, -0.02015)
C (-1.98794, 1.27612, -1.44460)
F (-2.49228, 0.07424, -1.60025)
Cl (-1.86743, 1.62750, 0.16370)
H (1.42723, 0.17448, 1.73512)
H (-0.32742, 0.01954, 1.05655)
H (0.88488, -1.14481, -1.03979)
H (2.38021, -0.96468, 0.16703)

## Properties
- Kohn-Sham gap (eV) = 9.65



Run Q
Computed, not measured: the molecule C3H4ClF, with ωB97M-V/def2-TZVPD.

Cartesian coordinates (Å):
C (0.99660, -0.35092, 0.31503)
C (-0.37679, -0.24566, -0.19127)
C (-1.13951, 0.77002, -0.26994)
H (1.25023, -0.51952, 1.37961)
H (1.52407, 0.65389, 0.09756)
H (-0.59286, 1.70962, -0.28197)
H (-2.30624, 1.04650, -0.46011)
F (1.73003, -1.22738, -0.51012)
Cl (-1.08553, -1.83655, -0.07880)

## Properties
- SMILES = C=C(Cl)CF
- Kohn-Sham gap (eV) = 10.95



Run R
Computed, not measured: a cluster of 2 separate species, C3H4ClF in total, with ωB97M-V/def2-TZVPD.

Cartesian coordinates (Å):
C (-0.65417, -1.51105, 0.70389)
C (-0.60196, -0.47325, -0.08626)
C (-0.52774, 0.77537, -0.51395)
F (0.54723, 1.27383, -1.21405)
Cl (3.62422, 3.09714, -0.71623)
H (-0.36128, -1.32061, 1.62788)
H (-0.96659, -2.41150, 0.23456)
H (2.43378, 2.56935, -0.50780)
H (-1.30671, 1.59635, -0.66120)

## Properties
- SMILES = C=C=CF.Cl
- Kohn-Sham gap (eV) = 10.64



Most stable one: run Q, least stable one: run P.



Run P
Computed, not measured: a cluster of 2 separate species, C3H7O2S in total, with ωB97M-V/def2-TZVPD.

Cartesian coordinates (Å):
C (0.52120, 1.24685, -1.11334)
S (0.05660, 2.34338, 0.29436)
C (-1.12958, 1.23206, 1.07790)
H (0.38791, 0.20923, -0.78969)
H (-0.25448, 1.45628, -1.84944)
H (1.48636, 1.57688, -1.47491)
H (-0.60309, 0.39363, 1.51931)
H (-1.83272, 0.83399, 0.34805)
H (-1.71390, 1.81333, 1.77150)
O (-0.00662, -3.67327, -0.35493)
C (0.75902, -2.78338, 0.04367)
O (0.88979, -1.59967, -0.36386)
H (1.43952, -3.04930, 0.89137)

## Properties
- charge = -1
- Kohn-Sham gap (eV) = 7.47



Run Q
Computed, not measured: a cluster of 2 separate species, C3H7O2S in total, with ωB97M-V/def2-TZVPD.

Cartesian coordinates (Å):
O (1.37644, -0.58603, -1.87418)
C (0.95140, 0.50015, -1.54675)
C (-0.45508, 0.85163, -1.22219)
C (-1.18296, -0.00316, -0.20054)
S (-0.78203, 0.54864, 1.49957)
H (1.65888, 1.36940, -1.50857)
H (-0.98180, 0.73196, -2.18405)
H (-0.52677, 1.90306, -0.96912)
H (-0.82794, -1.02570, -0.29850)
H (-2.25357, 0.06891, -0.35481)
H (1.51105, -1.93833, 2.55063)
H (0.40658, -0.95125, 2.82464)
O (1.10580, -1.46929, 3.28389)

## Properties
- charge = -1
- Kohn-Sham gap (eV) = 6.82



Most stable one: run P, least stable one: run Q.



Run P
Computed, not measured: a cluster of 2 separate species, C3H7O2S in total, with ωB97M-V/def2-TZVPD.

Cartesian coordinates (Å):
C (-0.67387, -0.47142, 2.11389)
S (-0.23932, -1.96325, 1.19468)
C (0.77206, -1.23794, -0.12130)
H (0.17197, -0.07898, 2.65330)
H (-1.07936, 0.27763, 1.42712)
H (-1.47680, -0.74118, 2.79149)
H (0.87694, -0.17573, 0.06110)
H (0.29532, -1.33118, -1.08342)
H (1.75746, -1.68934, -0.11857)
O (0.17238, 2.13743, -3.42699)
C (-0.08499, 1.88540, -2.24183)
O (0.68263, 1.67669, -1.27283)
H (-1.17441, 1.71186, -1.97663)

## Properties
- charge = -1
- Kohn-Sham gap (eV) = 7.19



Run Q
Computed, not measured: a cluster of 2 separate species, C3H7O2S in total, with ωB97M-V/def2-TZVPD.

Cartesian coordinates (Å):
C (-1.31288, 2.03677, -0.00622)
C (0.13462, 1.43974, 0.10346)
S (0.75724, 0.66772, 1.68638)
H (-2.02915, 1.32527, 0.37429)
H (-1.51720, 2.01491, -1.10173)
H (-1.25412, 3.07177, 0.31505)
H (0.30415, 0.65877, -0.62851)
H (0.78078, 2.31282, -0.16365)
H (0.55184, -0.58463, 1.06891)
O (-0.53767, -1.53711, -2.27996)
C (-0.23960, -2.09253, -1.22279)
O (0.46997, -1.61030, -0.27696)
H (-0.62879, -3.08531, -0.95638)

## Properties
- charge = -1
- Kohn-Sham gap (eV) = 8.34



Most stable one: run P, least stable one: run Q.